Entry 1:
ORCA calculation (ωB97M-V with the def2-TZVPD basis set) on C75H76BrNPSb2ScSi2 as an isolated structure at a distorted geometry.

Positions of all 159 atoms, in Å:
Sb  1.30  -0.89  2.89
Sb  1.03  -2.91  -0.27
Br  2.61  6.35  -0.18
Sc  -1.22  0.17  -0.26
P  0.38  -0.29  -3.29
Si  -1.88  2.08  1.78
Si  -3.78  -2.61  0.38
N  0.22  2.21  -0.27
C  2.58  1.40  -0.36
C  -4.00  2.98  0.05
C  -1.09  -4.09  -2.14
C  0.82  -2.02  -5.47
C  3.05  -3.67  -2.55
C  1.58  -2.54  -6.51
C  -5.40  1.37  4.02
C  5.27  -2.45  -1.42
C  -5.10  0.22  4.73
C  2.76  3.03  -2.29
C  0.54  4.74  4.92
C  3.24  1.47  3.57
C  -3.38  5.68  0.11
C  -0.84  0.62  -4.31
C  -0.59  -2.50  -5.31
C  -1.27  3.23  4.39
C  -1.76  1.26  -6.45
C  -3.02  1.61  -4.45
C  1.69  4.70  -0.22
C  -0.57  4.01  5.31
C  0.20  3.96  2.67
C  4.28  -3.73  -3.19
C  4.45  2.13  3.69
C  -3.22  1.34  2.96
C  -2.94  0.18  3.68
C  0.92  4.71  3.58
C  1.48  2.79  -4.37
C  1.39  -1.03  -4.64
C  -4.48  1.92  3.15
C  -1.72  -5.02  -2.95
C  -4.98  -2.58  1.85
C  1.91  0.54  -1.35
C  3.21  2.70  -0.90
C  -4.49  5.24  -0.61
C  3.44  -1.15  -5.92
C  0.63  -5.68  -1.65
C  0.25  0.32  7.59
C  0.83  -0.43  4.96
C  -2.90  3.40  0.80
C  -0.01  -6.62  -2.44
C  2.19  -2.82  3.39
C  0.06  1.21  6.55
C  -2.91  1.70  -5.82
C  0.45  4.61  -0.71
C  -2.12  1.15  -2.16
C  0.09  -4.41  -1.49
C  5.57  0.28  2.64
C  -1.99  1.09  -3.66
C  3.18  0.19  3.01
C  -2.60  4.76  0.81
C  -0.74  0.71  -5.70
C  4.35  -0.38  2.54
C  0.34  0.84  5.25
C  1.51  2.23  0.41
C  -4.66  -1.77  -1.09
C  5.62  1.53  3.23
C  -4.80  3.89  -0.63
C  5.39  -3.12  -2.62
C  -0.21  3.31  -0.76
C  -0.90  3.18  3.04
C  1.02  -1.33  6.01
C  4.04  -2.40  -0.77
C  2.88  -2.11  -6.75
C  -3.86  -0.38  4.56
C  2.70  -0.62  -4.87
C  1.59  -4.28  1.32
C  1.50  0.96  -2.54
C  -2.19  -1.70  0.80
C  2.92  -3.04  -1.31
C  -3.50  -4.45  -0.01
C  1.93  2.29  -3.04
C  -1.19  -6.29  -3.10
C  0.72  -0.96  7.32
C  2.42  3.49  0.21
C  2.66  -3.76  2.28
H  3.45  -2.53  -7.57
H  -1.75  5.12  1.38
H  -2.12  2.66  4.73
H  -4.00  -1.69  -1.96
H  -1.53  -3.10  -2.00
H  1.09  5.33  5.63
H  -4.56  -3.11  2.70
H  -3.20  1.10  -1.95
H  -5.67  3.55  -1.18
H  0.17  1.55  4.45
H  0.87  -1.66  8.12
H  -1.47  -2.48  1.07
H  -4.73  2.83  2.61
H  3.11  -4.63  2.77
H  -3.13  6.73  0.14
H  3.16  0.11  -4.23
H  0.03  0.60  8.61
H  4.49  3.11  4.15
H  3.03  -2.58  4.05
H  -4.12  -5.08  0.64
H  1.96  -5.18  0.83
H  4.29  2.78  -0.83
H  0.39  2.88  -4.40
H  0.41  -7.62  -2.54
H  -1.65  1.34  -7.53
H  2.34  1.96  3.93
H  1.56  -5.95  -1.17
H  -3.75  -4.71  -1.04
H  -0.31  2.21  6.75
H  1.34  1.94  1.45
H  1.39  -2.33  5.83
H  6.57  2.04  3.34
H  -2.64  -4.76  -3.46
H  -0.97  -2.30  -4.30
H  -1.19  3.28  -1.23
H  -6.37  1.84  4.15
H  1.77  2.10  -5.16
H  6.13  -1.97  -0.97
H  -5.19  -1.56  2.17
H  -5.11  5.96  -1.14
H  2.18  -4.12  -3.01
H  3.47  -3.30  1.70
H  -0.09  5.47  -1.07
H  -5.82  -0.21  5.42
H  1.63  -0.45  -0.99
H  1.13  -3.28  -7.16
H  0.68  -4.53  1.86
H  4.33  -1.37  2.10
H  -1.97  -0.30  3.57
H  3.04  3.66  1.08
H  4.45  -0.80  -6.10
H  -5.93  -3.06  1.60
H  -2.42  -1.22  1.76
H  -1.87  2.19  -1.90
H  -3.92  1.96  -3.96
H  -3.72  2.12  -6.41
H  3.11  3.99  -2.68
H  -3.61  -1.28  5.10
H  3.23  0.85  0.32
H  -0.90  4.05  6.34
H  3.95  -1.86  0.16
H  1.91  3.77  -4.58
H  -0.65  -3.57  -5.49
H  4.36  -4.24  -4.14
H  -4.26  1.93  0.03
H  -1.68  -7.02  -3.73
H  6.47  -0.19  2.28
H  0.50  3.98  1.64
H  -4.98  -0.76  -0.81
H  -1.25  -1.99  -6.02
H  1.79  5.27  3.25
H  0.14  0.34  -6.21
H  -5.55  -2.33  -1.38
H  6.35  -3.16  -3.13
H  1.43  -3.35  3.98
H  -2.46  -4.74  0.16

Computed properties:
* net charge: 0
* HOMO energy: -7.229 eV
* spin multiplicity: 1

---

Entry 2:
ORCA calculation (ωB97M-V with the def2-TZVPD basis set) on C76H70BCsF15GeN10OPS as an isolated structure at a distorted geometry.

Positions of all 177 atoms, in Å:
Cs  0.84  -0.99  -0.56
Ge  4.25  2.49  -2.76
S  2.41  2.20  -1.85
P  -1.21  0.74  -3.17
F  2.61  4.87  -7.15
F  8.74  1.35  0.06
F  8.40  3.51  1.67
F  8.10  1.01  -6.14
F  4.36  -1.83  -5.93
F  4.51  4.67  -0.66
F  6.78  -1.21  -6.97
F  4.04  7.15  -6.81
F  6.31  5.18  1.31
F  5.70  7.41  -4.69
F  6.99  2.62  -4.27
F  3.26  -0.24  -4.03
F  5.94  5.44  -2.90
F  2.82  2.87  -5.34
F  7.00  0.87  -1.92
O  1.66  -5.03  -3.57
N  -0.57  -1.70  4.08
N  -0.54  3.23  0.20
N  1.10  -3.14  -2.21
N  -0.64  -3.66  2.43
N  -0.70  -0.63  3.26
N  -2.99  0.43  -0.72
N  1.61  -2.68  3.14
N  1.82  -1.95  2.03
N  1.71  2.45  1.63
N  -1.14  -2.88  1.45
C  6.32  1.51  -4.65
C  -3.70  0.00  -4.32
C  -5.69  -0.45  -3.06
C  -1.74  1.60  3.27
C  0.05  -2.56  7.16
C  4.35  4.09  -4.03
C  -3.25  1.87  3.33
C  -3.64  0.13  -1.90
C  2.15  6.13  1.56
C  0.02  -0.31  -6.99
C  -0.92  -4.96  2.18
C  6.80  1.96  -1.16
C  -5.05  -0.34  -4.28
C  -2.64  4.42  -4.47
C  -1.75  -3.67  0.58
C  0.15  5.54  0.35
C  4.98  6.29  -4.83
C  1.07  6.51  0.85
C  5.07  5.26  -3.91
C  2.77  2.09  2.30
C  -0.24  4.49  -4.46
C  -1.76  -0.20  5.18
C  -0.21  3.18  -4.00
C  0.64  -6.22  3.82
C  -2.03  -3.66  6.25
C  0.34  4.16  0.60
C  1.39  -4.07  -2.88
C  -0.65  -6.20  3.00
C  -0.38  0.47  -5.91
C  -1.20  -1.46  5.26
C  2.99  -3.82  4.96
C  -2.14  -3.88  -1.89
C  3.80  -2.55  2.88
C  0.13  -1.69  -6.86
C  -0.97  5.91  -0.41
C  2.41  4.75  1.82
C  -1.39  2.47  -3.78
C  -0.68  -0.13  -4.70
C  3.13  -1.86  1.86
C  4.14  6.16  -5.92
C  3.94  -5.01  4.77
C  -0.97  2.73  3.95
C  -1.65  -5.01  1.00
C  3.72  -1.12  0.68
C  3.41  5.00  -6.08
C  6.91  0.71  -5.61
C  6.24  -0.43  -6.03
C  3.54  -2.87  6.04
C  -0.54  -1.51  -4.57
C  4.99  -0.35  1.05
C  7.70  2.18  -0.14
C  5.00  -0.74  -5.50
C  -1.31  -2.33  6.48
C  6.45  4.12  0.50
C  5.10  1.22  -4.08
C  4.02  -2.10  -0.46
C  -3.99  -3.13  -0.35
C  -1.41  0.28  3.90
C  -2.47  -3.12  -0.61
C  3.53  3.99  -5.15
C  -1.58  3.62  -0.50
C  -2.61  3.11  -4.01
C  2.79  -3.06  3.68
C  -1.46  5.11  -4.70
C  4.45  0.08  -4.53
C  7.53  3.27  0.69
C  -1.84  4.95  -0.85
C  5.56  3.85  -0.52
C  -5.00  -0.22  -1.88
C  -2.99  0.24  -3.15
C  -1.87  -6.51  3.88
C  5.72  2.80  -1.40
C  3.75  3.00  2.76
C  -0.15  -2.29  -5.64
C  3.55  4.33  2.53
C  1.51  3.76  1.36
B  0.15  -2.99  3.60
H  -1.14  2.73  5.03
H  -2.15  -2.08  -0.73
H  -0.08  -3.10  8.10
H  0.45  -2.29  -7.71
H  2.89  -2.00  6.14
H  2.03  -4.21  5.31
H  4.38  -1.55  -1.34
H  -0.04  -3.36  -5.51
H  4.84  0.29  1.92
H  -2.69  5.19  -1.46
H  -2.68  -3.45  -2.73
H  -3.82  1.04  2.91
H  0.69  -3.15  6.51
H  -3.33  -0.02  0.12
H  3.99  -5.60  5.69
H  -0.57  -7.00  2.26
H  -1.49  6.13  -5.06
H  3.12  -2.65  -0.74
H  -1.92  -1.75  7.18
H  0.94  -7.25  4.01
H  -5.50  -0.30  -0.93
H  4.86  -2.67  3.01
H  -3.19  0.09  -5.27
H  -2.43  -4.93  -1.80
H  -2.97  -3.50  5.73
H  -1.27  3.70  3.55
H  -2.24  -4.15  7.21
H  -2.34  0.30  5.94
H  -0.44  1.54  -6.03
H  1.44  -5.71  3.28
H  3.61  -3.36  7.01
H  -2.03  -5.89  0.52
H  0.74  2.69  -3.80
H  0.87  7.55  0.65
H  0.10  2.60  3.77
H  -4.23  -2.58  0.56
H  -1.98  0.44  -0.78
H  5.82  -1.03  1.26
H  0.19  -3.75  4.51
H  -3.54  2.59  -3.82
H  -3.59  4.90  -4.66
H  -5.58  -0.52  -5.21
H  -1.42  1.55  2.23
H  0.69  5.03  -4.62
H  -4.53  -2.70  -1.19
H  4.25  5.07  2.88
H  -1.14  6.96  -0.63
H  0.51  -5.73  4.78
H  2.85  1.03  2.52
H  -2.29  2.84  -0.77
H  -1.71  -7.41  4.48
H  4.78  -2.81  -0.16
H  4.63  2.64  3.27
H  -0.71  -1.99  -3.61
H  4.94  -4.66  4.53
H  -3.57  1.99  4.37
H  -3.50  2.78  2.79
H  -6.74  -0.72  -3.02
H  0.26  0.17  -7.94
H  4.54  -2.52  5.75
H  -1.07  -3.83  -2.08
H  2.97  -0.40  0.34
H  2.85  6.86  1.94
H  3.59  -5.65  3.96
H  -1.42  -4.34  5.65
H  0.54  -1.61  7.36
H  -2.07  -5.68  4.55
H  -4.33  -4.16  -0.22
H  5.27  0.28  0.20
H  -2.75  -6.66  3.26

Computed properties:
* net charge: -2
* HOMO energy: -3.651 eV
* spin multiplicity: 1

---

Entry 3:
ORCA calculation (ωB97M-V with the def2-TZVPD basis set) on C76H77AsN3O2RbSb2Si as an isolated structure at a distorted geometry.

Positions of all 163 atoms, in Å:
Sb  3.29  0.38  0.37
Sb  -0.77  3.63  2.03
Rb  -0.08  0.46  -1.11
As  -1.69  -2.43  0.88
Si  -2.13  1.79  -3.70
O  1.51  -1.32  -0.88
O  1.81  2.73  -1.87
N  -1.92  -0.65  0.79
N  2.87  0.38  -2.62
N  3.36  -0.73  -3.12
C  4.02  -1.65  0.47
C  4.75  -2.79  -4.18
C  3.34  -2.66  1.13
C  1.65  -3.57  -1.47
C  -3.48  5.37  -5.46
C  4.04  1.46  -4.48
C  -1.94  -5.51  1.47
C  -2.38  -5.40  3.91
C  4.75  -4.31  0.11
C  -4.87  5.25  -5.45
C  -4.64  3.12  -4.37
C  -4.60  -3.30  0.17
C  2.48  7.33  2.65
C  0.54  1.93  1.72
C  -5.61  -3.41  -0.79
C  2.83  6.26  1.84
C  0.96  3.84  -1.70
C  -2.14  -4.72  2.73
C  -1.84  -1.18  4.03
C  2.37  0.38  2.38
C  -1.00  1.49  -5.25
C  0.38  6.27  3.11
C  5.38  -3.82  -4.83
C  1.69  1.71  2.67
C  3.94  -5.40  -3.73
C  -2.10  -2.65  3.93
C  -4.06  -3.03  -2.53
C  -6.47  -3.32  -3.15
C  2.60  2.73  -3.00
C  -1.08  3.28  4.15
C  -1.71  2.79  6.81
C  -2.84  -5.48  6.38
C  -2.19  2.52  4.48
C  -2.99  1.46  0.61
C  2.04  -2.20  -1.62
C  -2.50  2.27  5.80
C  -0.60  3.55  6.49
C  5.09  -1.99  -0.34
C  5.91  2.10  0.85
C  -0.28  3.79  5.16
C  4.30  2.59  -5.22
C  3.03  -1.93  -2.63
C  -3.04  -2.91  -1.60
C  5.23  0.97  1.28
C  -5.08  1.94  1.70
C  2.22  -4.59  -2.15
C  -3.25  3.19  -4.41
C  -4.09  -0.25  1.88
C  7.78  1.58  2.26
C  -4.01  2.33  0.90
C  1.25  7.33  3.28
C  -3.33  0.27  -3.75
C  1.96  5.19  1.68
C  3.28  -4.35  -3.06
C  -2.53  -4.72  5.12
C  3.69  -3.02  -3.30
C  -5.37  -3.26  -2.14
C  -2.35  -3.35  5.11
C  -1.64  -2.77  -2.13
C  5.86  0.15  2.22
C  -5.44  4.12  -4.89
C  3.71  -3.99  0.96
C  0.73  5.17  2.33
C  -2.70  4.36  -4.94
C  -2.08  -3.31  2.70
C  7.18  2.41  1.33
C  2.84  3.84  -3.77
C  4.98  -5.14  -4.59
C  -3.29  -3.01  -0.22
C  3.19  1.49  -3.36
C  -5.06  -3.56  1.58
C  3.69  3.79  -4.87
C  -5.10  0.64  2.17
C  5.45  -3.31  -0.54
C  -2.98  0.12  1.08
C  7.12  0.45  2.71
H  1.33  1.74  3.71
H  1.90  -5.62  -1.99
H  -5.90  -2.91  1.83
H  -1.62  4.46  -4.96
H  -1.86  -6.58  1.70
H  0.34  3.64  -0.83
H  3.16  8.16  2.79
H  -1.06  -3.64  -1.81
H  5.49  -5.95  -5.09
H  -0.36  2.36  -5.45
H  0.03  3.95  7.27
H  -2.82  2.12  3.69
H  2.38  4.79  -3.55
H  -0.59  6.28  3.59
H  -0.34  0.64  -5.08
H  6.27  -3.55  -1.21
H  -3.99  0.26  -4.62
H  0.92  2.02  0.70
H  5.06  -1.77  -4.35
H  -1.56  1.29  -6.16
H  2.24  4.37  1.04
H  8.78  1.80  2.62
H  3.78  6.26  1.33
H  -3.98  3.34  0.49
H  -6.18  -3.94  -4.00
H  5.00  -5.35  -0.08
H  -0.13  1.07  1.75
H  -5.89  2.62  1.92
H  7.70  3.29  0.97
H  -1.96  2.61  7.85
H  -1.03  -5.18  0.97
H  -2.40  -2.80  6.04
H  -2.77  -5.36  0.78
H  4.48  0.51  -4.74
H  4.97  2.55  -6.07
H  2.43  2.52  2.58
H  5.65  -1.20  -0.83
H  3.87  4.68  -5.46
H  -5.40  -4.60  1.68
H  -6.62  -3.63  -0.46
H  -2.46  -6.48  3.89
H  7.58  -0.21  3.43
H  -6.52  4.02  -4.87
H  -5.49  6.04  -5.86
H  -3.81  -5.98  6.29
H  -4.26  -3.41  2.30
H  6.18  -3.62  -5.52
H  -1.34  -0.94  4.97
H  -2.78  -0.62  3.99
H  1.63  -0.41  2.40
H  -2.76  -0.65  -3.75
H  -1.23  -0.85  3.19
H  0.96  8.17  3.91
H  3.16  -4.77  1.48
H  5.34  -0.74  2.56
H  0.30  3.98  -2.57
H  -3.84  -2.95  -3.59
H  -6.69  -2.32  -3.53
H  -2.19  1.77  -0.07
H  -3.37  1.67  6.04
H  -5.94  0.30  2.78
H  -2.88  -4.81  7.23
H  3.14  0.17  3.13
H  -1.63  -2.73  -3.22
H  1.52  4.77  -1.53
H  5.44  2.74  0.11
H  0.60  4.37  4.91
H  2.49  -2.42  1.76
H  -4.14  -1.26  2.24
H  3.63  -6.42  -3.54
H  -3.96  0.25  -2.86
H  -5.10  2.25  -3.94
H  -1.15  -1.88  -1.74
H  -2.09  -6.25  6.57
H  -7.38  -3.73  -2.71
H  0.90  -3.75  -0.70
H  -3.03  6.27  -5.87

Computed properties:
* net charge: -2
* HOMO energy: -1.070 eV
* spin multiplicity: 1

---

Calculated energy in order - -7693.7656; -7920.6120; -6286.8041 Eh